Record 1
C5H9NO as an isolated structure at a distorted geometry. Source: OMol25; level of theory: ωB97M-V/def2-TZVPD.

Cartesian coordinates (Å):
1 C 1.73610 0.47803 -0.14322
2 C 0.26690 0.02314 0.09203
3 C 0.25465 -1.20801 1.01196
4 C -1.36498 1.03656 0.28721
5 N -1.53003 0.52442 -1.04905
6 C -0.44985 -0.27620 -1.19606
7 O -0.12724 -1.06882 -2.04943
8 H 2.39173 -0.37892 -0.40640
9 H 2.16732 0.90571 0.76339
10 H 1.84851 1.18416 -0.97141
11 H 0.42704 -0.87942 2.03722
12 H 1.03133 -1.95893 0.77932
13 H -0.70493 -1.72873 0.94869
14 H -1.98228 0.52008 1.04431
15 H -1.74199 2.09504 0.32227
16 H -2.31154 0.60902 -1.67941

Atomic forces in eV per Å
-0.37 0.36 0.19
-0.50 0.37 0.21
-0.28 0.23 0.18
0.66 -0.53 0.03
-0.02 -0.41 -0.49
0.06 -0.41 -0.37
-0.19 0.16 -0.23
-0.80 0.18 0.14
-0.09 0.12 -0.03
-0.22 0.08 0.24
-0.07 -0.10 0.09
-0.23 0.59 -0.24
0.03 0.11 0.17
0.48 -0.20 -0.23
1.59 -0.46 0.23
-0.06 -0.08 0.11

Summary:
ΔE to the lowest compared entry with this formula, charge and spin = 53.8 kcal per mole
Total energy = -325.851856 a.u.
Kohn-Sham gap = 10.2 eV

Löwdin population analysis, charges in e, atoms 1 to 5: -0.041 -0.271 -0.060 -0.019 0.035

---

Record 2
One molecule with the formula C5H9NO. Source: OMol25; level of theory: ωB97M-V/def2-TZVPD.

Cartesian coordinates (Å):
1 C 1.52144 -1.14962 0.46891
2 C 0.26068 -1.71945 -0.13203
3 N -1.03668 -1.51287 0.47220
4 C -0.77614 -0.89080 -0.83671
5 C -0.61138 0.56503 -1.06875
6 C -0.59952 2.60864 0.04052
7 O -0.62678 1.17601 0.09527
8 H 2.32935 -1.13019 -0.26994
9 H 1.84565 -1.77835 1.30593
10 H 1.36835 -0.13336 0.84319
11 H 0.38222 -2.72382 -0.53813
12 H -0.96892 -0.78470 1.18332
13 H -1.28225 -1.37498 -1.66964
14 H -0.49639 2.91569 -1.00177
15 H 0.23384 2.96714 0.64853
16 H -1.54346 2.96563 0.45909

Atomic forces in eV per Å
-0.02 0.06 0.03
0.24 -0.12 -0.03
-0.04 0.10 0.20
-0.09 0.15 -0.37
-0.05 -0.21 0.52
0.01 0.26 0.02
-0.06 -0.20 -0.44
-0.12 0.00 0.10
-0.05 0.09 -0.11
0.02 -0.14 -0.05
-0.02 0.16 0.04
0.01 -0.10 -0.06
0.10 0.06 0.12
0.01 -0.01 0.16
-0.09 -0.08 -0.08
0.15 -0.01 -0.05

Summary:
ΔE to the lowest compared entry with this formula, charge and spin = 102.4 kcal per mole
Total energy = -325.774312 a.u.
Kohn-Sham gap = 9.4 eV

Löwdin population analysis, charges in e, atoms 1 to 5: -0.053 -0.323 0.064 -0.288 0.003

---

Record 3
C5H9NO as an isolated structure. Source: OMol25; level of theory: ωB97M-V/def2-TZVPD.

Cartesian coordinates (Å):
1 C -1.22638 0.97299 -0.32376
2 C -0.11788 0.07485 0.19318
3 C 0.18087 0.27799 1.67394
4 C -0.09148 -1.79135 -0.96130
5 N 1.09798 -1.07431 -1.37258
6 C 1.17241 0.07771 -0.63301
7 O 2.08944 0.85869 -0.52269
8 H -0.95330 2.01605 -0.12703
9 H -2.16849 0.76534 0.19394
10 H -1.38424 0.85954 -1.40016
11 H -0.72983 0.18302 2.27273
12 H 0.59332 1.28325 1.80870
13 H 0.92074 -0.44184 2.03519
14 H -0.42028 -1.11101 0.19658
15 H -0.92202 -1.35545 -1.54585
16 H 1.95914 -1.59546 -1.48788

Atomic forces in eV per Å
-0.02 0.01 -0.05
0.02 0.20 -0.02
0.00 -0.05 0.09
-0.06 0.21 -0.11
0.16 0.02 0.07
0.21 0.07 0.04
-0.35 -0.27 -0.07
-0.03 -0.14 -0.02
0.14 0.02 -0.06
0.04 0.01 0.16
0.11 0.02 -0.09
-0.05 -0.14 -0.04
-0.10 0.09 -0.06
-0.03 -0.05 0.03
0.08 -0.08 0.14
-0.10 0.07 -0.01

Summary:
ΔE to the lowest compared entry with this formula, charge and spin = 101.7 kcal per mole
Total energy = -325.775478 a.u.
Kohn-Sham gap = 8.8 eV

Löwdin population analysis, charges in e, atoms 1 to 5: -0.040 -0.358 -0.035 0.041 -0.007

---

Record 4
One molecule with the formula C5H9NO at a distorted geometry. Source: OMol25; level of theory: ωB97M-V/def2-TZVPD.

Cartesian coordinates (Å):
1 C -1.41546 0.93180 -2.16890
2 N -1.37785 0.44045 -1.01071
3 C -0.12667 0.12930 -0.31702
4 O 1.10593 0.65252 -0.86304
5 C -0.17453 -1.34315 0.15676
6 C -0.20422 -0.17537 1.11996
7 C 1.09367 0.12588 1.87784
8 H -2.41294 0.97911 -2.67385
9 H -0.56301 1.08715 -2.92365
10 H 1.44632 0.02726 -1.42591
11 H 0.75591 -1.86506 0.27898
12 H -1.20074 -1.91816 0.05599
13 H -1.02769 0.23579 1.65179
14 H 0.98016 1.11718 2.56466
15 H 1.85219 0.30615 1.19084
16 H 1.26893 -0.73085 2.48627

Atomic forces in eV per Å
0.07 -0.75 -1.99
1.00 0.32 0.77
-0.08 -0.75 -2.33
-2.68 1.80 2.55
-2.63 0.18 0.77
1.46 1.61 0.38
-2.33 1.98 2.01
0.69 0.31 0.68
-0.70 0.10 1.57
1.24 -2.31 -2.18
0.14 -0.47 -0.44
2.56 1.15 -0.13
-1.12 -0.50 0.04
0.22 -2.44 -1.58
1.56 0.17 -0.92
0.61 -0.41 0.79

Summary:
ΔE to the lowest compared entry with this formula, charge and spin = 77.8 kcal per mole
Total energy = -325.813542 a.u.
Kohn-Sham gap = 10.5 eV
SMILES = C=N[C@]1(O)C[C@H]1C

Löwdin population analysis, charges in e, atoms 1 to 5: -0.063 0.049 -0.475 0.024 -0.013

---

Record 5
One molecule with the formula C5H9NO. Source: OMol25; level of theory: ωB97M-V/def2-TZVPD.

Cartesian coordinates (Å):
1 C -1.39957 1.24784 1.31094
2 C -1.48769 -0.12879 0.69315
3 O -2.43274 -0.86378 0.89294
4 C -0.35214 -0.63080 -0.15196
5 C 0.96798 -0.81907 0.51671
6 N 0.78014 0.21881 -0.46869
7 C 1.41330 -0.01710 -1.75803
8 H -1.84074 1.22023 2.31039
9 H -0.38084 1.63992 1.33760
10 H -2.00388 1.92807 0.69962
11 H -0.64736 -1.39509 -0.87129
12 H 1.52223 -1.71558 0.24078
13 H 1.10276 -0.48553 1.54373
14 H 2.41310 0.42840 -1.74805
15 H 0.82943 0.46175 -2.54950
16 H 1.51601 -1.08928 -1.99833

Atomic forces in eV per Å
0.00 0.02 0.03
-0.18 -0.13 0.04
0.26 0.29 -0.12
-0.19 -0.17 -0.04
0.17 -0.12 0.21
0.00 0.07 0.01
0.04 -0.02 -0.15
0.06 -0.01 -0.15
-0.12 -0.10 -0.03
0.09 -0.08 0.04
0.06 0.08 0.12
-0.02 0.18 0.00
-0.01 -0.06 -0.15
-0.16 -0.07 0.01
0.07 -0.04 0.13
-0.07 0.15 0.06

Summary:
ΔE to the lowest compared entry with this formula, charge and spin = 45.8 kcal per mole
Total energy = -325.864565 a.u.
Kohn-Sham gap = 10.3 eV
SMILES = CC(=O)[C@@H]1CN1C

Löwdin population analysis, charges in e, atoms 1 to 5: -0.008 -0.408 0.072 -0.218 -0.095

---

Record 6
One molecule with the formula C5H9NO. Source: OMol25; level of theory: ωB97M-V/def2-TZVPD.

Cartesian coordinates (Å):
1 C 0.41966 -0.06773 -2.76113
2 N 0.68599 -0.44691 -1.58566
3 C -0.38465 -0.39681 -0.59806
4 C 0.20000 -0.29814 0.80950
5 C -0.89559 -0.14489 1.87172
6 C 1.14521 0.88088 0.92096
7 O 2.10743 0.90780 1.64853
8 H 1.20278 -0.10186 -3.52016
9 H -0.56950 0.29447 -3.07956
10 H -0.96916 -1.32291 -0.67128
11 H -1.07934 0.43982 -0.78818
12 H 0.79186 -1.19625 1.01669
13 H -1.45576 0.78877 1.73510
14 H -0.45840 -0.13420 2.87447
15 H -1.60953 -0.97396 1.81607
16 H 0.86901 1.77193 0.31098

Atomic forces in eV per Å
0.12 -0.08 0.17
-0.15 0.12 -0.39
-0.14 0.00 0.10
0.06 -0.07 -0.01
-0.05 0.03 0.06
0.22 -0.02 0.25
-0.40 0.02 -0.33
-0.10 -0.02 0.11
0.11 0.00 0.12
0.08 0.11 0.04
0.12 -0.11 0.01
-0.07 0.11 -0.02
0.08 -0.13 0.00
-0.06 0.00 -0.15
0.11 0.11 -0.02
0.06 -0.06 0.07

Summary:
ΔE to the lowest compared entry with this formula, charge and spin = 41.9 kcal per mole
Total energy = -325.870797 a.u.
Kohn-Sham gap = 10.5 eV
SMILES = C=NC[C@H](C)C=O

Löwdin population analysis, charges in e, atoms 1 to 5: -0.055 -0.023 -0.239 -0.351 -0.062

---

Record 7
A 2-piece molecular cluster, C5H9NO overall at a distorted geometry. Source: OMol25; level of theory: ωB97M-V/def2-TZVPD.

Cartesian coordinates (Å):
1 C -0.20096 -0.37667 1.66028
2 C 0.56608 -1.09577 0.54357
3 C -0.33118 -1.83387 -0.35144
4 N -1.05180 -2.39577 -1.05966
5 C 1.49351 -0.15962 -0.23837
6 O 2.14756 0.68313 0.31419
7 H -0.58597 -1.10205 2.38007
8 H -1.04371 0.18782 1.25327
9 H 0.47450 0.31374 2.16919
10 H 1.24521 -1.83076 0.99585
11 H 1.55272 -0.32119 -1.32970
12 C -0.85297 1.58394 -1.26612
13 H -1.04205 0.51911 -1.43300
14 H -0.83624 2.09682 -2.22892
15 H -1.64166 1.99917 -0.63571
16 H 0.10696 1.73198 -0.77351

Atomic forces in eV per Å
-0.06 0.06 0.10
0.00 -0.08 0.08
-0.58 -0.47 -0.59
0.67 0.51 0.63
0.23 0.18 0.15
-0.16 -0.31 -0.14
0.03 0.10 -0.09
0.15 -0.07 0.02
-0.06 -0.11 -0.05
-0.04 0.03 -0.04
0.02 -0.04 0.04
-0.06 0.01 -0.04
0.01 0.18 0.02
-0.06 -0.04 0.10
0.05 -0.04 -0.12
-0.15 0.08 -0.06

Summary:
ΔE to the lowest compared entry with this formula, charge and spin = 35.8 kcal per mole
Total energy = -325.880516 a.u.
Kohn-Sham gap = 11.2 eV
SMILES = C[C@@H](C#N)C=O.C

Löwdin population analysis, charges in e, atoms 1 to 5: -0.042 -0.313 -0.215 0.166 -0.256

---

Record 8
A 2-piece molecular cluster, C5H9NO overall at a distorted geometry. Source: OMol25; level of theory: ωB97M-V/def2-TZVPD.

Cartesian coordinates (Å):
1 C 0.20296 2.74893 0.30754
2 C 0.27574 1.67129 -0.20178
3 C -1.86661 -0.39820 0.30645
4 C -0.60394 -0.57632 -0.63664
5 C 0.22074 0.58670 -0.98002
6 N 1.93839 -1.24683 0.55711
7 O 2.17557 -0.19959 -0.07647
8 H 0.22805 3.74806 0.61835
9 H -2.70226 -0.98346 0.07702
10 H -2.26040 0.64088 0.28587
11 H -1.62507 -0.88663 1.36411
12 H 0.14975 -1.14053 0.06234
13 H -0.88958 -1.13947 -1.48907
14 H 0.77839 0.52629 -1.89664
15 H 2.27068 -2.19602 0.19355
16 H 1.70760 -1.15513 1.50829

Atomic forces in eV per Å
0.22 1.02 0.55
-0.24 1.35 0.06
1.89 0.21 1.77
-0.28 -0.05 2.54
-0.10 -2.84 -0.86
0.33 -3.27 -0.76
0.65 1.75 -1.30
-0.08 0.55 0.49
-1.10 -1.14 -1.23
0.61 -0.54 0.68
-0.35 1.91 -1.79
-1.07 -0.18 -1.35
0.16 -0.72 -0.76
0.06 0.30 -0.21
-0.59 1.77 0.64
-0.12 -0.12 1.53

Summary:
ΔE to the lowest compared entry with this formula, charge and spin = 171.2 kcal per mole
Total energy = -325.664702 a.u.
Kohn-Sham gap (alpha / beta) = 8.6 / 7.8 eV

Löwdin population analysis, charges in e, atoms 1 to 5: 0.151 -0.197 -0.087 -0.232 -0.147

---

Record 9
One molecule with the formula C5H9NO at a distorted geometry. Source: OMol25; level of theory: ωB97M-V/def2-TZVPD.

Cartesian coordinates (Å):
1 C 2.06105 0.41728 -0.35613
2 O 0.82008 -0.09773 -0.86077
3 C -0.38109 0.00833 -0.08976
4 C -1.56993 -0.50309 -0.93962
5 C -0.38771 -0.76125 1.24432
6 C -0.50577 1.46536 0.15130
7 N -0.43763 2.61079 0.29247
8 H 1.96877 1.02202 0.55588
9 H 2.73979 -0.42154 -0.16971
10 H 2.53201 1.05755 -1.11636
11 H -1.70006 -1.58705 -0.82280
12 H -1.41688 -0.27549 -1.99635
13 H -2.50727 -0.03444 -0.61033
14 H -1.38683 -0.72920 1.70034
15 H 0.32628 -0.35875 1.96572
16 H -0.15483 -1.81276 1.05178

Atomic forces in eV per Å
0.06 -0.05 0.08
-0.14 -0.51 -0.02
-0.06 0.07 0.02
0.12 0.06 -0.04
0.17 0.02 0.02
-0.07 1.15 0.24
-0.24 -0.96 -0.04
-0.22 -0.21 -0.17
-0.15 0.08 0.10
-0.38 -0.20 0.09
0.26 0.26 -0.04
0.03 0.05 0.14
0.33 -0.04 -0.03
0.25 0.14 -0.18
-0.01 -0.03 -0.10
0.06 0.17 -0.06

Summary:
ΔE to the lowest compared entry with this formula, charge and spin = 38.1 kcal per mole
Total energy = -325.876762 a.u.
Kohn-Sham gap = 11.3 eV
SMILES = COC(C)(C)C#N

Löwdin population analysis, charges in e, atoms 1 to 5: -0.079 -0.147 -0.564 -0.011 -0.019

---

Record 10
A 2-piece molecular cluster, C5H9NO overall at a distorted geometry. Source: OMol25; level of theory: ωB97M-V/def2-TZVPD.

Cartesian coordinates (Å):
1 O -0.13650 0.46118 -0.68501
2 C -1.03696 0.13134 0.33386
3 C -2.17925 -0.73378 -0.07553
4 C -2.41865 0.71116 0.29117
5 H 0.28624 1.29803 -0.44250
6 H -0.58406 -0.03870 1.31214
7 H -2.22231 -0.99083 -1.13006
8 H -2.51622 -1.51142 0.60421
9 H -2.63207 1.39793 -0.52228
10 H -2.92160 0.93399 1.22764
11 C 2.75255 -0.75899 -0.22230
12 C 2.64704 0.63764 0.19438
13 N 2.52923 1.74501 0.50935
14 H 2.73551 -1.41270 0.65307
15 H 1.89338 -0.98797 -0.85730
16 H 3.68190 -0.92484 -0.77171

Atomic forces in eV per Å
0.04 0.21 0.03
-0.14 -0.11 0.18
0.02 -0.20 -0.04
-0.11 0.16 0.04
-0.05 -0.14 -0.09
-0.07 0.02 -0.18
0.00 0.06 0.17
0.06 0.15 -0.11
0.05 -0.11 0.11
0.10 -0.04 -0.14
0.00 -0.05 0.00
-0.04 0.93 0.27
0.12 -1.09 -0.30
0.00 0.10 -0.10
0.13 0.02 0.08
-0.12 0.06 0.07

Summary:
ΔE to the lowest compared entry with this formula, charge and spin = 48.4 kcal per mole
Total energy = -325.860457 a.u.
Kohn-Sham gap = 10.7 eV
SMILES = OC1CC1.CC#N

Löwdin population analysis, charges in e, atoms 1 to 5: -0.048 -0.394 -0.106 -0.102 0.072

---

Record 11
A 2-piece molecular cluster, C5H9NO overall at a distorted geometry. Source: OMol25; level of theory: ωB97M-V/def2-TZVPD.

Cartesian coordinates (Å):
1 C -1.40094 -1.25071 0.39288
2 C 0.01670 -0.67358 0.50081
3 C 0.03567 0.80711 0.79999
4 O -0.27685 1.14620 2.08465
5 C 0.30773 1.79349 -0.05480
6 C 2.71832 -0.78777 -3.07539
7 N 1.90753 -0.14081 -2.52754
8 H -1.92025 -0.84615 -0.48251
9 H -1.36213 -2.34001 0.29240
10 H -2.00471 -1.01428 1.27564
11 H 0.58039 -0.89308 -0.41277
12 H 0.56670 -1.18136 1.30968
13 H 1.27959 0.44059 -2.00816
14 H -0.40449 0.34655 2.60800
15 H 0.32511 2.82506 0.27915
16 H 0.46553 1.62381 -1.11181

Atomic forces in eV per Å
-0.04 -0.02 -0.03
0.07 0.05 0.01
0.06 0.02 -0.31
0.00 -0.16 0.13
-0.07 -0.07 0.08
-0.78 0.57 0.48
0.81 -0.60 -0.53
0.10 -0.04 0.16
-0.02 0.17 0.02
0.09 -0.03 -0.11
-0.16 0.11 0.19
-0.11 0.09 -0.14
0.15 -0.08 -0.08
0.04 0.09 -0.03
-0.08 -0.14 -0.05
-0.06 0.04 0.22

Summary:
ΔE to the lowest compared entry with this formula, charge and spin = 63.8 kcal per mole
Total energy = -325.835936 a.u.
Kohn-Sham gap = 9.9 eV

Löwdin population analysis, charges in e, atoms 1 to 5: -0.088 -0.199 -0.420 0.038 0.058

---

Record 12
One molecule with the formula C5H9NO at a distorted geometry. Source: OMol25; level of theory: ωB97M-V/def2-TZVPD.

Cartesian coordinates (Å):
1 N -1.74016 0.44450 2.78180
2 C -1.26636 -0.10690 1.56183
3 C -0.42136 0.47614 0.72141
4 C -0.25051 -0.02089 -0.67968
5 C 1.19844 0.06077 -1.13563
6 C 1.57046 -0.67553 -2.38820
7 O 1.05563 -1.71464 -2.71920
8 H -1.56071 -0.19981 3.54332
9 H -1.28340 1.32078 3.00207
10 H -1.81172 -1.00116 1.26974
11 H 0.20807 1.29762 1.02365
12 H -0.83107 0.60855 -1.36464
13 H -0.62214 -1.02394 -0.85331
14 H 1.89233 -0.29173 -0.36005
15 H 1.53729 1.09251 -1.31867
16 H 2.32523 -0.26629 -3.08445

Atomic forces in eV per Å
0.70 -0.41 -0.06
-0.65 0.59 0.26
-0.10 -0.85 -0.19
0.33 0.38 -0.64
1.13 0.74 -0.19
-0.64 -0.78 -0.48
-0.12 -0.11 0.09
-0.28 0.03 0.13
0.03 0.02 -0.04
0.12 0.00 -0.05
-0.14 0.45 0.12
-0.04 0.02 0.04
-0.09 -0.29 0.33
-0.13 -0.17 0.02
-0.34 0.00 0.26
0.22 0.37 0.39

Summary:
ΔE to the lowest compared entry with this formula, charge and spin = 40.4 kcal per mole
Total energy = -325.873191 a.u.
Kohn-Sham gap = 9.6 eV
SMILES = N/C=C/CCC=O

Löwdin population analysis, charges in e, atoms 1 to 5: 0.023 -0.219 -0.133 -0.214 -0.184

---

The evaluated molar mass for the records listed, in turn: 99.1; 99.1; 99.1; 99.1; 99.1; 99.1; 99.1; 99.1; 99.1; 99.1; 99.1; 99.1 g/mol.